1.
The following is a quantum chemistry calculation of 10 unconnected molecules or ions with the total composition C56H60N8O20 at a distorted geometry, from OMol25.

```
! wB97M-V def2-TZVPD RIJCOSX def2/J DEFGRID3
* xyz 0 1
O -3.549 5.306 -5.612
N -2.738 4.491 -5.141
O -3.088 3.781 -4.226
C -1.305 4.447 -5.660
C -0.368 3.583 -5.018
C 0.780 3.381 -5.742
C 1.028 3.812 -7.066
C 0.046 4.564 -7.684
C -1.050 4.979 -6.917
H -0.449 3.184 -4.018
H 1.552 2.790 -5.273
H 1.862 3.441 -7.644
H 0.003 4.923 -8.702
H -1.765 5.665 -7.347
O 1.716 1.826 -1.111
N 0.752 1.107 -1.443
O -0.091 1.428 -2.310
C 0.561 -0.096 -0.621
C -0.542 -0.913 -0.964
C -0.703 -2.104 -0.277
C 0.149 -2.418 0.731
C 1.288 -1.631 1.095
C 1.453 -0.378 0.424
H -1.251 -0.542 -1.690
H -1.547 -2.767 -0.391
H -0.036 -3.281 1.354
H 1.914 -1.769 1.964
H 2.316 0.211 0.697
O 1.769 10.159 -0.194
N 1.046 9.197 -0.329
O -0.150 9.240 -0.426
C 1.615 7.770 -0.249
C 0.952 6.647 -0.832
C 1.500 5.426 -0.698
C 2.668 5.238 0.022
C 3.379 6.355 0.527
C 2.833 7.591 0.392
H 0.020 6.687 -1.375
H 1.035 4.560 -1.146
H 3.212 4.307 0.086
H 4.351 6.223 0.978
H 3.364 8.488 0.674
O 3.138 -2.394 4.975
N 2.168 -1.785 5.512
O 2.212 -0.592 5.881
C 0.785 -2.333 5.442
C -0.341 -1.736 6.031
C -1.588 -2.206 5.646
C -1.715 -3.189 4.699
C -0.635 -3.845 4.158
C 0.604 -3.317 4.518
H -0.210 -0.844 6.626
H -2.477 -1.747 6.054
H -2.723 -3.538 4.524
H -0.739 -4.667 3.466
H 1.456 -3.753 4.018
O 0.149 -4.788 -1.732
N 0.602 -4.809 -2.826
O 0.108 -5.462 -3.699
C 1.695 -3.957 -3.205
C 2.323 -4.199 -4.406
C 3.395 -3.322 -4.717
C 3.747 -2.157 -3.921
C 3.070 -2.050 -2.675
C 2.077 -2.889 -2.372
H 2.160 -5.013 -5.097
H 3.811 -3.319 -5.714
H 4.554 -1.486 -4.178
H 3.260 -1.285 -1.937
H 1.464 -2.676 -1.509
O -6.225 3.026 3.347
N -5.627 2.887 2.293
O -5.935 3.511 1.205
C -4.744 1.679 2.143
C -4.463 1.066 0.884
C -3.755 -0.153 0.880
C -3.460 -0.777 2.113
C -3.805 -0.230 3.348
C -4.361 1.085 3.325
H -4.623 1.626 -0.025
H -3.549 -0.736 -0.006
H -3.145 -1.803 1.996
H -3.563 -0.800 4.232
H -4.559 1.555 4.277
O -5.752 -1.368 -2.598
N -4.858 -0.543 -2.941
O -4.912 0.641 -2.650
C -3.475 -0.964 -3.419
C -2.529 -0.048 -3.943
C -1.345 -0.482 -4.503
C -1.119 -1.831 -4.467
C -2.002 -2.736 -3.945
C -3.206 -2.335 -3.430
H -2.710 1.014 -4.019
H -0.584 0.175 -4.898
H -0.204 -2.223 -4.886
H -1.770 -3.786 -3.845
H -4.000 -3.027 -3.189
O -3.142 -7.640 4.418
N -3.491 -6.423 4.267
O -3.918 -5.772 5.243
C -3.260 -5.759 2.919
C -4.069 -4.708 2.448
C -4.031 -4.347 1.066
C -3.108 -5.019 0.237
C -2.249 -5.989 0.735
C -2.307 -6.351 2.071
H -4.846 -4.256 3.046
H -4.653 -3.612 0.577
H -3.063 -4.662 -0.781
H -1.514 -6.554 0.181
H -1.746 -7.193 2.450
C 4.682 1.580 1.251
O 5.163 0.369 0.614
C 6.059 -0.437 1.368
C 6.281 -1.786 0.602
O 5.068 -2.493 0.524
C 4.850 -3.505 1.439
H 3.995 2.064 0.557
H 5.433 2.023 1.905
H 4.047 1.175 2.039
H 5.643 -0.566 2.367
H 7.006 0.097 1.443
H 7.044 -2.250 1.226
H 6.589 -1.422 -0.378
H 4.004 -4.153 1.209
H 4.635 -2.988 2.373
H 5.675 -4.200 1.596
C -1.440 3.095 1.135
O -0.548 1.964 1.375
C -0.590 1.530 2.729
C 0.722 1.387 3.529
O 1.376 2.543 4.017
C 2.043 3.446 3.127
H -2.445 2.765 1.396
H -1.527 3.171 0.051
H -1.274 4.018 1.690
H -0.988 0.519 2.650
H -1.358 2.018 3.330
H 1.315 0.610 3.046
H 0.582 0.922 4.504
H 1.350 4.058 2.549
H 2.609 2.749 2.508
H 2.790 4.015 3.679
*
```

Summary:
- HOMO-LUMO gap: 8.336 eV
- E_LUMO: -0.045 hartree
- SMILES string: O=[N+]([O-])c1ccccc1.O=[N+]([O-])c1ccccc1.O=[N+]([O-])c1ccccc1.O=[N+]([O-])c1ccccc1.O=[N+]([O-])c1ccccc1.O=[N+]([O-])c1ccccc1.O=[N+]([O-])c1ccccc1.O=[N+]([O-])c1ccccc1.COCCOC.COCCOC
- Relative energy (zero: lowest compared OMol25 entry of this formula, charge and spin): 3.691 eV
- E_tot: -111886.9924 eV

---

2.
The following is a quantum chemistry calculation of 12 unconnected molecules or ions with the total composition C56H64N8O20S4 at a distorted geometry, from OMol25.

```
! wB97M-V def2-TZVPD RIJCOSX def2/J DEFGRID3
* xyz 0 1
C 2.764 0.381 4.176
S 4.281 0.895 3.501
O 3.974 1.742 2.332
C 4.830 1.865 4.862
H 2.166 -0.174 3.400
H 2.105 1.212 4.296
H 2.891 -0.251 5.083
H 5.870 2.193 4.725
H 4.737 1.279 5.769
H 4.239 2.787 4.985
C -0.630 3.231 6.474
S -1.004 1.966 5.286
O -1.520 0.836 6.088
C -2.406 2.740 4.366
H -0.048 2.658 7.200
H -1.540 3.508 6.971
H 0.010 4.020 5.956
H -2.636 2.075 3.544
H -2.220 3.756 4.100
H -3.195 2.755 5.098
C -2.703 -4.585 -3.684
S -2.603 -2.883 -3.142
O -2.948 -1.932 -4.305
C -4.157 -2.812 -2.173
H -1.888 -4.752 -4.423
H -3.647 -4.826 -4.154
H -2.457 -5.119 -2.774
H -4.077 -3.350 -1.266
H -4.964 -3.278 -2.754
H -4.280 -1.732 -2.064
C -0.239 1.559 -5.794
S -1.721 0.478 -5.845
O -2.559 1.026 -6.918
C -0.946 -0.968 -6.508
H 0.232 1.618 -6.773
H 0.427 1.283 -4.967
H -0.621 2.594 -5.650
H -0.197 -1.289 -5.797
H -0.596 -0.763 -7.548
H -1.760 -1.712 -6.519
C -4.738 2.870 -5.561
C -4.842 1.521 -5.320
C -4.736 1.031 -4.054
C -4.598 1.961 -3.030
C -4.458 3.330 -3.192
C -4.561 3.783 -4.531
N -4.505 1.499 -1.653
O -4.599 0.292 -1.464
O -4.206 2.300 -0.831
H -4.700 3.244 -6.613
H -5.003 0.835 -6.173
H -4.672 0.011 -3.818
H -4.297 4.015 -2.386
H -4.474 4.820 -4.832
C 3.324 5.388 0.393
C 2.904 4.545 1.406
C 1.930 5.025 2.296
C 1.513 6.308 2.220
C 2.022 7.259 1.276
C 2.898 6.729 0.341
N 0.481 6.733 3.190
O -0.134 5.837 3.721
O 0.412 7.929 3.403
H 4.068 5.088 -0.370
H 3.317 3.532 1.492
H 1.537 4.399 3.117
H 1.773 8.319 1.258
H 3.184 7.389 -0.448
C 3.516 -3.875 6.065
C 4.239 -3.190 5.112
C 3.764 -3.024 3.846
C 2.508 -3.545 3.552
C 1.665 -4.183 4.521
C 2.226 -4.387 5.777
N 1.878 -3.273 2.305
O 0.768 -3.736 2.155
O 2.489 -2.670 1.440
H 3.912 -3.953 7.040
H 5.221 -2.743 5.405
H 4.324 -2.535 3.046
H 0.668 -4.501 4.305
H 1.645 -5.012 6.463
C -0.400 5.821 -1.126
C -1.002 6.082 0.146
C -1.427 7.371 0.427
C -1.123 8.375 -0.415
C -0.550 8.174 -1.661
C -0.124 6.890 -2.017
N -1.586 9.738 -0.049
O -0.743 10.635 -0.184
O -2.691 9.920 0.478
H -0.096 4.843 -1.371
H -1.156 5.265 0.865
H -1.971 7.480 1.378
H -0.372 8.980 -2.378
H 0.313 6.663 -3.002
C 3.466 -7.208 -0.011
C 3.150 -5.842 0.067
C 1.848 -5.399 -0.081
C 0.901 -6.389 -0.151
C 1.134 -7.724 -0.145
C 2.473 -8.182 -0.107
N -0.513 -6.105 -0.345
O -1.306 -6.779 0.250
O -0.777 -5.157 -1.068
H 4.499 -7.559 -0.091
H 3.977 -5.100 0.011
H 1.630 -4.365 -0.162
H 0.374 -8.440 -0.344
H 2.637 -9.235 -0.226
C 2.648 -7.490 -5.260
C 1.838 -6.718 -6.035
C 1.508 -5.456 -5.610
C 1.984 -5.033 -4.371
C 2.792 -5.801 -3.565
C 3.155 -7.061 -3.961
N 1.599 -3.702 -3.909
O 2.246 -3.259 -3.030
O 0.713 -3.215 -4.569
H 2.868 -8.509 -5.579
H 1.435 -6.988 -7.006
H 0.911 -4.783 -6.170
H 2.931 -5.562 -2.516
H 3.756 -7.693 -3.363
C -3.035 -0.459 2.191
C -1.670 -0.559 1.941
C -0.820 -1.054 2.947
C -1.354 -1.384 4.162
C -2.685 -1.410 4.396
C -3.512 -0.886 3.434
N -0.510 -1.841 5.184
O 0.594 -1.342 5.174
O -0.836 -2.742 5.916
H -3.764 -0.218 1.447
H -1.222 -0.240 1.022
H 0.214 -1.272 2.747
H -3.071 -1.861 5.292
H -4.601 -0.946 3.655
C -0.112 -0.406 -2.069
C 0.970 -0.549 -1.182
C 1.104 0.384 -0.153
C 0.101 1.351 -0.009
C -0.874 1.592 -0.964
C -0.973 0.667 -2.015
N 0.131 2.162 1.180
O -0.406 3.256 1.065
O 0.594 1.670 2.200
H -0.205 -1.127 -2.877
H 1.691 -1.307 -1.388
H 1.939 0.459 0.552
H -1.488 2.436 -0.825
H -1.775 0.753 -2.789
*
```

Summary:
- HOMO-LUMO gap: 7.581 eV
- E_LUMO: -0.033 hartree
- E_tot: -155295.4852 eV

---

Q: Number 2 is which compound?
A: C56H64N8O20S4

---

Q: The highest E_tot belongs to which entry?
A: C56H60N8O20

---

Q: Among the records above, which one has the lowest E_tot?
A: C56H64N8O20S4

---

Q: Which of these has the lowest E_LUMO?
A: C56H60N8O20